1.
29
Properties=species:S:1:pos:R:3:nbo_charge:R:1 method="wB97M-V/def2-TZVPD" homo_energy_ev=-14.6 charge=+2 e_lumo_ev=-9.58 e_above_lowest_kcal_mol=27.3 homo_lumo_gap_ev=5.04
Zn 0.93 -0.12 0.17 1.53
O -5.07 -1.21 -0.46 -0.44
C -3.99 -0.89 -0.32 0.44
C 0.74 1.81 0.51 0.37
O 0.45 2.91 0.71 -0.26
C 1.76 -1.37 -1.07 0.38
O 2.13 -2.11 -1.89 -0.24
C -0.10 0.88 -2.03 0.41
O -0.54 1.37 -2.97 -0.33
N -1.29 -5.34 9.46 -0.20
C -0.99 -4.72 8.51 0.23
C -0.60 -3.94 7.36 -0.13
C -1.20 -4.13 6.10 -0.12
C -0.80 -3.35 5.01 -0.24
C 0.20 -2.39 5.18 0.19
C 0.79 -2.18 6.44 -0.22
C 0.38 -2.96 7.52 -0.13
N 0.70 -1.67 4.08 -0.31
C 1.85 -0.87 4.11 -0.02
C 2.01 -0.34 2.87 -0.09
N 0.98 -0.83 2.06 -0.76
C 0.22 -1.64 2.81 0.23
H -1.96 -4.90 5.99 0.26
H -1.28 -3.48 4.03 0.22
H 1.53 -1.40 6.57 0.22
H 0.85 -2.80 8.50 0.26
H 2.44 -0.71 5.00 0.27
H 2.76 0.34 2.50 0.24
H -0.68 -2.18 2.51 0.25



2.
59
Properties=species:S:1:pos:R:3:nbo_charge:R:1 method="wB97M-V/def2-TZVPD" homo_energy_ev="-9.8 / -11.6" spin_multiplicity=4 charge=+1 s2=3.861 e_lumo_ev="-3.46 / -5.99" homo_lumo_gap_ev="6.31 / 5.62"
C -0.18 -0.76 3.07 -0.27
C -1.13 0.24 3.06 0.23
N -2.00 1.03 3.09 -0.29
C 1.18 -0.48 3.35 0.02
C 2.14 -1.53 3.48 -0.18
C 3.49 -1.25 3.55 -0.17
C 3.94 0.08 3.55 -0.15
C 5.34 0.38 3.58 0.26
N 6.49 0.62 3.61 -0.27
C 3.00 1.13 3.53 -0.17
C 1.64 0.87 3.45 -0.19
H -0.50 -1.80 2.99 0.25
H 1.79 -2.57 3.45 0.23
H 4.23 -2.06 3.60 0.24
H 3.36 2.17 3.57 0.24
H 0.92 1.69 3.41 0.23
O -0.31 1.89 -6.36 -0.40
C -0.32 2.28 -5.26 0.75
Cr -0.64 2.79 -3.45 -0.68
C -1.57 1.16 -3.35 0.76
O -2.19 0.17 -3.37 -0.42
C -2.28 3.48 -4.13 0.75
O -3.30 3.73 -4.63 -0.39
C 0.58 4.57 -3.21 -0.20
C 1.41 3.45 -3.33 -0.14
C 1.21 2.33 -2.52 -0.24
C 0.23 2.33 -1.50 0.08
C -0.06 1.14 -0.72 -0.17
C -0.41 0.04 -0.29 0.21
C -0.81 -1.25 0.10 -0.13
C -2.26 -1.45 0.19 -0.01
C -3.07 -0.28 0.28 -0.18
C -4.45 -0.33 0.28 -0.21
C -5.11 -1.57 0.24 -0.17
C -4.35 -2.74 0.17 -0.19
C -2.95 -2.68 0.14 -0.20
C 0.23 -2.26 0.14 -0.01
C 1.57 -1.79 0.17 -0.21
C 2.66 -2.65 0.26 -0.20
C 2.46 -4.03 0.28 -0.19
C 1.15 -4.53 0.21 -0.20
C 0.06 -3.66 0.16 -0.19
C -0.64 3.45 -1.43 -0.24
C -0.44 4.57 -2.25 -0.14
H 0.72 5.43 -3.87 0.27
H 2.20 3.42 -4.09 0.27
H 1.80 1.42 -2.65 0.28
H -2.58 0.70 0.35 0.22
H -5.02 0.60 0.34 0.22
H -6.20 -1.62 0.26 0.23
H -4.84 -3.71 0.15 0.23
H -2.41 -3.61 0.05 0.20
H 1.75 -0.71 0.16 0.22
H 3.66 -2.23 0.34 0.23
H 3.31 -4.72 0.34 0.23
H 0.97 -5.61 0.23 0.23
H -0.93 -4.10 0.11 0.21
H -1.47 3.41 -0.73 0.28
H -1.11 5.42 -2.16 0.27



3.
13
Properties=species:S:1:pos:R:3:nbo_charge:R:1 method="wB97M-V/def2-TZVPD" homo_energy_ev=-9.1 charge=0 e_lumo_ev=0.31 e_above_lowest_kcal_mol=140.7 homo_lumo_gap_ev=9.43
C -1.52 -0.13 0.18 -0.22
N -1.25 1.28 0.08 -0.55
C -0.59 0.36 -0.88 -0.21
C 0.86 0.08 -0.82 -0.02
C 1.51 -0.09 0.50 -0.17
O 1.29 -1.45 0.12 -0.61
H -1.09 -0.71 1.00 0.20
H -2.51 -0.44 -0.14 0.21
H -0.60 1.58 0.79 0.35
H -0.99 0.44 -1.88 0.21
H 1.37 -1.24 -0.97 0.45
H 2.56 0.20 0.60 0.19
H 0.95 0.13 1.42 0.17



4.
15
Properties=species:S:1:pos:R:3:nbo_charge:R:1 method="wB97M-V/def2-TZVPD" smiles=C[C@@H]1Cc2nncn21 homo_energy_ev=-9.3 charge=0 e_lumo_ev=0.65 e_above_lowest_kcal_mol=79.5 homo_lumo_gap_ev=10.00
C -1.84 -0.66 -0.40 -0.65
C -0.79 0.07 0.45 0.02
C -0.20 1.51 0.09 -0.45
C 1.11 0.84 -0.04 0.32
C 1.82 -1.23 0.15 0.11
H -2.12 -1.67 0.14 0.23
H -2.64 0.15 -0.41 0.23
H -1.39 -0.98 -1.43 0.24
H -0.98 -0.04 1.59 0.22
H -0.35 2.29 0.86 0.24
H -0.40 1.90 -0.98 0.24
H 1.83 -2.29 0.16 0.21
N 2.41 0.95 -0.26 -0.29
N 2.87 -0.40 -0.07 -0.27
N 0.67 -0.42 0.15 -0.40



5.
110
Properties=species:S:1:pos:R:3:lowdin_charge:R:1 method="wB97M-V/def2-TZVPD" homo_energy_ev="-14.4 / -14.4" charge=+3 e_lumo_ev="-8.36 / -8.36" e_above_lowest_kcal_mol=8.8 homo_lumo_gap_ev="6.08 / 6.08"
Tc -0.10 -0.11 0.98 0.89
S -0.81 5.28 -1.57 -0.12
Sb -2.95 4.91 -1.46 0.66
S 0.17 1.85 -0.27 0.19
S -1.10 2.01 -1.87 -0.20
S -3.01 2.42 -1.22 0.00
C 1.72 -3.25 -0.82 -0.06
C 0.63 -4.12 -0.18 -0.11
C -0.64 -3.34 -0.42 -0.14
O -0.22 -1.94 -0.35 -0.30
C 1.13 -1.84 -0.85 -0.35
H 1.95 -3.57 -1.84 0.14
H 2.65 -3.28 -0.25 0.09
H 0.82 -4.23 0.89 0.11
H 0.58 -5.11 -0.62 0.13
H -1.42 -3.48 0.33 0.12
H -1.06 -3.51 -1.42 0.12
H 2.28 -0.18 -0.38 0.10
H 1.10 -1.40 -1.84 0.13
N 1.70 -0.86 0.10 -0.04
S 3.74 -1.47 2.61 0.99
C 4.28 -2.93 1.74 -0.52
C 3.83 -4.21 2.04 -0.09
C 4.27 -5.28 1.26 -0.06
C 5.13 -5.07 0.20 -0.06
C 5.59 -3.79 -0.08 -0.07
C 5.16 -2.72 0.68 -0.13
C 2.77 -2.10 3.95 -0.54
C 1.44 -2.45 3.75 -0.15
C 0.69 -2.94 4.79 -0.08
C 1.26 -3.08 6.06 -0.05
C 2.58 -2.72 6.26 -0.04
C 3.34 -2.24 5.21 -0.07
H 2.27 -1.31 0.83 0.01
H 3.17 -4.39 2.87 0.11
H 3.93 -6.28 1.50 0.12
H 5.47 -5.91 -0.40 0.12
H 6.28 -3.63 -0.89 0.12
H 5.54 -1.72 0.48 0.11
H 1.01 -2.36 2.75 0.08
H -0.34 -3.24 4.63 0.09
H 0.67 -3.47 6.88 0.12
H 3.03 -2.83 7.24 0.12
H 4.38 -1.97 5.36 0.12
S -1.28 -2.14 -4.46 0.31
P -1.25 -0.20 -4.61 0.23
S -1.28 0.01 -2.48 0.31
C -2.66 0.65 -5.29 -0.38
C -2.58 1.11 -6.61 -0.06
C -3.70 1.68 -7.20 -0.04
C -4.89 1.79 -6.48 -0.04
C -4.96 1.33 -5.17 -0.06
C -3.85 0.76 -4.57 -0.11
C 0.23 0.56 -5.26 -0.40
C 1.22 -0.24 -5.83 -0.08
C 2.35 0.35 -6.36 -0.05
C 2.50 1.73 -6.31 -0.04
C 1.52 2.53 -5.74 -0.05
C 0.38 1.95 -5.22 -0.10
H -1.66 1.02 -7.17 0.12
H -3.65 2.04 -8.22 0.12
H -5.76 2.23 -6.95 0.12
H -5.89 1.40 -4.62 0.11
H -3.91 0.40 -3.55 0.06
H 1.09 -1.32 -5.87 0.08
H 3.11 -0.26 -6.82 0.12
H 3.38 2.19 -6.74 0.12
H 1.64 3.60 -5.72 0.12
H -0.40 2.57 -4.80 0.10
C -4.94 -3.55 2.68 0.05
N -3.96 -2.47 2.72 -0.02
N -3.65 -1.71 1.63 0.08
C -2.57 -0.95 1.94 -0.37
O -2.06 -0.09 1.09 -0.25
C -2.20 -1.24 3.25 0.06
C -3.09 -2.20 3.70 -0.22
C -3.18 -2.88 5.02 0.01
C -4.47 -1.66 0.44 -0.18
C -3.88 -1.82 -0.80 -0.02
C -4.69 -1.81 -1.93 -0.06
C -6.06 -1.64 -1.81 -0.04
C -6.63 -1.46 -0.55 -0.04
C -5.84 -1.46 0.58 -0.01
H -5.12 -3.84 1.65 0.11
H -5.88 -3.24 3.14 0.11
H -4.53 -4.40 3.22 0.11
H -1.42 -0.77 3.83 0.10
H -2.54 -2.37 5.74 0.10
H -2.85 -3.92 4.95 0.10
H -4.20 -2.88 5.40 0.10
H -2.82 -1.94 -0.89 0.07
H -4.24 -1.95 -2.90 0.10
H -6.69 -1.66 -2.69 0.12
H -7.70 -1.31 -0.46 0.12
H -6.28 -1.30 1.56 0.13
C 3.46 2.39 1.85 -0.01
N 2.26 3.16 2.12 -0.12
C 2.23 4.63 2.00 -0.05
C 0.79 4.98 2.43 -0.07
N 0.19 3.65 2.60 0.06
C 1.07 2.69 2.41 -0.74
S 0.71 0.99 2.74 0.70
H 4.11 2.98 1.21 0.11
H 3.20 1.46 1.34 0.05
H 3.99 2.15 2.77 0.11
H 2.44 4.91 0.97 0.14
H 2.98 5.07 2.65 0.14
H 0.25 5.56 1.68 0.11
H 0.76 5.52 3.38 0.13
H -0.79 3.48 2.74 0.16



6.
24
Properties=species:S:1:pos:R:3:nbo_charge:R:1 method="wB97M-V/def2-TZVPD" homo_energy_ev="-14.0 / -13.5" spin_multiplicity=2 charge=+1 s2=0.755 e_lumo_ev="-4.45 / -5.24" e_above_lowest_kcal_mol=0.0 homo_lumo_gap_ev="9.56 / 8.30"
Al 22.08 -18.29 -13.53 0.96
C 22.44 -23.02 -13.12 -0.59
C 22.09 -22.18 -11.85 0.04
C 23.17 -22.33 -10.77 -0.64
O 21.73 -20.89 -12.21 -0.35
H 23.29 -22.75 -13.75 0.22
H 21.55 -23.05 -13.76 0.22
H 22.74 -24.00 -12.75 0.24
H 21.23 -22.78 -11.54 0.21
H 24.16 -21.99 -11.06 0.22
H 23.16 -23.38 -10.47 0.23
H 22.98 -21.62 -9.97 0.22
C 20.27 -18.00 -7.36 -0.62
C 18.99 -17.35 -7.99 -0.37
C 19.22 -16.67 -9.35 -0.53
C 19.81 -17.47 -10.44 0.41
N 20.26 -18.12 -11.24 -0.48
H 20.90 -18.55 -8.06 0.20
H 19.92 -18.77 -6.66 0.23
H 20.76 -17.14 -6.92 0.22
H 18.70 -16.61 -7.25 0.23
H 18.18 -18.05 -8.19 0.21
H 19.88 -15.81 -9.25 0.25
H 18.24 -16.35 -9.70 0.27



7.
17
Properties=species:S:1:pos:R:3:nbo_charge:R:1 method="wB97M-V/def2-TZVPD" smiles=CCO.CC homo_energy_ev=-10.2 charge=0 e_lumo_ev=0.94 e_above_lowest_kcal_mol=18.0 homo_lumo_gap_ev=11.14
C -0.60 -0.88 2.53 -0.06
C 0.65 -0.42 1.75 -0.65
O -1.77 -0.83 1.72 -0.72
H -0.52 -1.92 2.79 0.18
H -0.70 -0.20 3.37 0.16
H 0.46 -0.48 0.69 0.22
H -2.03 0.08 1.55 0.46
H 1.43 -1.15 1.99 0.21
H 1.05 0.57 1.94 0.20
C 0.78 0.34 -1.81 -0.61
C -0.27 0.97 -2.72 -0.61
H 1.80 0.55 -2.11 0.21
H 0.69 0.72 -0.80 0.20
H 0.57 -0.73 -1.79 0.21
H -0.34 2.06 -2.66 0.20
H 0.02 0.85 -3.77 0.20
H -1.23 0.46 -2.67 0.21



8.
14
Properties=species:S:1:pos:R:3:nbo_charge:R:1 method="wB97M-V/def2-TZVPD" homo_energy_ev=-8.6 charge=0 e_lumo_ev=-1.35 e_above_lowest_kcal_mol=94.0 homo_lumo_gap_ev=7.27
S 0.47 1.48 2.48 -0.45
H -0.20 1.43 1.20 0.30
H 1.33 0.79 3.31 0.27
C -0.70 -1.06 -1.96 -0.22
C -0.53 -0.26 -0.68 -0.55
S 1.19 -0.48 -0.07 -0.13
N -2.00 -0.81 -2.59 -0.86
H 0.11 -0.74 -2.67 0.19
H -0.49 -2.12 -1.70 0.18
H -0.73 0.84 -0.86 0.21
H -1.19 -0.68 0.10 0.21
H 0.93 0.26 1.41 0.11
H -2.17 -1.36 -3.43 0.37
H -2.80 -0.78 -1.94 0.36



9.
8
Properties=species:S:1:pos:R:3:nbo_charge:R:1 method="wB97M-V/def2-TZVPD" homo_energy_ev=-9.7 charge=0 e_lumo_ev=-0.65 e_above_lowest_kcal_mol=14.2 homo_lumo_gap_ev=9.04
C -0.66 -1.15 1.47 1.06
O -1.14 -0.61 0.55 -0.59
O -0.21 -1.64 2.36 -0.45
O -0.39 1.52 -1.25 -0.96
P 0.57 0.31 -1.07 1.32
S 0.68 -1.10 -2.32 -0.34
S 1.37 0.70 0.68 -0.56
H -0.22 1.96 -0.41 0.52



10.
52
Properties=species:S:1:pos:R:3:nbo_charge:R:1 method="wB97M-V/def2-TZVPD" homo_energy_ev=-11.9 charge=+1 e_lumo_ev=-2.42 e_above_lowest_kcal_mol=0.0 homo_lumo_gap_ev=9.47
N 1.47 0.68 -3.35 -0.02
N 0.44 0.63 -2.80 0.21
N -0.72 0.77 -2.38 -0.36
C -1.10 0.08 -1.14 0.08
C -2.62 -0.05 -1.21 0.04
C -3.30 -0.82 -0.27 -0.24
C -4.69 -1.00 -0.36 -0.19
C -5.40 -0.36 -1.39 -0.20
C -4.72 0.47 -2.30 -0.18
C -3.34 0.61 -2.21 -0.25
C -0.42 -1.27 -1.03 -0.09
C -0.30 -2.04 -2.18 -0.19
C 0.48 -3.21 -2.15 -0.19
C 0.96 -3.69 -0.92 -0.19
C 0.68 -2.99 0.26 -0.22
C -0.12 -1.85 0.21 -0.25
C -0.77 0.95 0.06 0.00
C -1.21 2.42 -0.10 -0.43
C -0.14 3.32 0.44 -0.44
C 1.07 2.47 0.70 -0.24
N 0.81 1.04 0.23 -0.48
H -2.73 -1.29 0.54 0.21
H -5.19 -1.65 0.36 0.23
H -6.48 -0.51 -1.46 0.23
H -5.27 0.98 -3.10 0.23
H -2.82 1.26 -2.93 0.24
H -0.79 -1.75 -3.12 0.24
H 0.66 -3.77 -3.09 0.24
H 1.59 -4.58 -0.89 0.23
H 1.01 -3.38 1.23 0.23
H -0.48 -1.40 1.14 0.23
H -1.20 0.52 0.97 0.25
H -1.41 2.58 -1.16 0.25
H -2.19 2.51 0.43 0.25
H 0.14 4.11 -0.25 0.24
H -0.45 3.78 1.38 0.24
H 2.05 2.75 0.28 0.25
H 1.25 2.38 1.80 0.25
H 1.26 0.74 -0.74 0.48
C 4.03 0.28 3.13 -0.42
C 4.55 0.25 1.70 -0.53
S 3.49 1.12 0.54 0.23
C 1.87 0.32 0.92 -0.35
S 1.31 0.38 2.59 0.27
C 2.70 -0.40 3.33 -0.56
H 4.77 -0.22 3.76 0.24
H 3.96 1.32 3.45 0.22
H 5.49 0.81 1.66 0.26
H 4.75 -0.77 1.36 0.23
H 1.93 -0.75 0.59 0.27
H 2.74 -1.46 3.05 0.22
H 2.42 -0.32 4.38 0.25



11.
65
Properties=species:S:1:pos:R:3:nbo_charge:R:1 method="wB97M-V/def2-TZVPD" homo_energy_ev=-7.2 charge=0 e_lumo_ev=0.35 e_above_lowest_kcal_mol=0.0 homo_lumo_gap_ev=7.57
Ti 0.09 0.08 0.22 1.04
C -0.20 3.65 -4.95 -0.25
O -0.26 2.24 -4.79 -0.49
C -1.15 1.56 -5.55 0.29
C -1.85 2.11 -6.61 -0.29
C -2.72 1.32 -7.35 -0.18
C -2.91 -0.01 -7.04 -0.24
C -2.23 -0.56 -5.96 -0.20
C -1.35 0.21 -5.21 0.11
N -0.64 -0.36 -4.12 -0.62
C -0.82 0.01 -2.82 0.69
N -1.80 0.89 -2.62 -0.57
C -2.28 1.44 -1.42 0.06
C -1.72 1.19 -0.19 -0.39
C -2.36 1.82 0.90 -0.17
C -3.46 2.64 0.74 -0.22
C -3.98 2.89 -0.53 -0.28
C -3.39 2.28 -1.60 0.31
O -3.82 2.49 -2.90 -0.55
C -5.10 1.92 -3.18 -0.25
N -0.07 -0.50 -1.84 -0.69
C 0.77 -1.57 -2.29 0.04
C 0.36 -2.88 -2.02 -0.17
C 1.06 -3.98 -2.47 -0.25
C 2.22 -3.78 -3.21 -0.21
C 2.67 -2.50 -3.46 -0.24
C 1.97 -1.38 -3.00 0.28
O 2.49 -0.19 -3.36 -0.51
C 2.39 0.94 -2.50 -0.25
H 0.49 4.00 -4.19 0.21
H -1.18 4.10 -4.80 0.19
H 0.19 3.91 -5.94 0.18
H -1.71 3.15 -6.88 0.23
H -3.26 1.77 -8.18 0.22
H -3.60 -0.62 -7.61 0.22
H -2.38 -1.59 -5.67 0.22
H -0.03 -1.13 -4.30 0.43
H -2.30 1.20 -3.44 0.43
H -1.98 1.66 1.90 0.21
H -3.91 3.11 1.61 0.21
H -4.82 3.55 -0.68 0.22
H -5.31 2.13 -4.23 0.19
H -5.87 2.36 -2.56 0.18
H -5.08 0.84 -3.02 0.18
H -0.56 -3.00 -1.46 0.22
H 0.71 -4.98 -2.26 0.22
H 2.79 -4.63 -3.58 0.22
H 3.58 -2.32 -4.02 0.23
H 3.20 1.60 -2.79 0.20
H 2.52 0.66 -1.46 0.20
H 1.44 1.46 -2.63 0.18
S 2.70 -0.44 3.79 -0.91
Sb 0.75 0.62 3.30 1.00
S 1.09 1.86 1.13 -0.53
S -0.71 -1.01 1.99 -0.53
C 2.23 -3.17 1.52 -0.83
S 2.76 -2.20 0.13 1.29
C 4.28 -1.54 0.80 -0.83
O 1.84 -0.99 0.12 -0.99
H 2.19 -2.54 2.41 0.29
H 2.92 -4.01 1.63 0.24
H 1.23 -3.54 1.28 0.25
H 4.96 -2.37 0.99 0.23
H 4.03 -1.01 1.73 0.29
H 4.70 -0.87 0.06 0.24



12.
24
Properties=species:S:1:pos:R:3:nbo_charge:R:1 method="wB97M-V/def2-TZVPD" smiles=NCN.O.O.O.O.O homo_energy_ev=-8.9 charge=0 e_lumo_ev=0.42 e_above_lowest_kcal_mol=51.2 homo_lumo_gap_ev=9.32
N 1.57 -2.36 -1.92 -0.89
C 0.22 -1.95 -2.30 -0.06
N 0.28 -1.04 -3.43 -0.85
H 1.84 -3.21 -1.46 0.38
H 2.09 -1.57 -1.55 0.37
H -0.27 -2.86 -2.64 0.19
H -0.35 -1.40 -1.52 0.15
H 0.78 -0.17 -3.32 0.35
H 0.64 -1.61 -4.18 0.37
H -1.24 0.86 -2.26 0.46
H -1.97 -0.48 -2.68 0.48
O -2.00 0.47 -2.69 -0.94
H 3.97 3.20 0.95 0.48
H 2.74 3.82 1.70 0.48
O 3.04 3.08 1.18 -0.96
H -0.78 -0.94 6.69 0.49
H 0.57 -0.04 6.36 0.48
O 0.09 -0.85 6.25 -0.97
H 1.45 0.77 -1.36 0.45
H 1.92 1.55 -0.21 0.49
O 2.24 0.88 -0.84 -0.94
H -5.99 2.04 2.89 0.50
H -4.99 0.68 3.21 0.50
O -5.84 1.13 3.14 -0.99



13.
7
Properties=species:S:1:pos:R:3:nbo_charge:R:1 method="wB97M-V/def2-TZVPD" smiles=C#CC homo_energy_ev=-10.0 charge=0 e_lumo_ev=1.11 e_above_lowest_kcal_mol=0.0 homo_lumo_gap_ev=11.13
C -0.97 -0.01 -0.02 -0.69
C 0.51 0.00 -0.05 0.01
C 1.71 -0.01 -0.03 -0.28
H -1.37 -0.87 -0.54 0.24
H -1.36 0.93 -0.45 0.24
H -1.30 -0.06 1.03 0.24
H 2.79 0.03 0.07 0.24